236
Properties=species:S:1:pos:R:3:lowdin_charge:R:1 method="wB97M-V/def2-TZVPD" gap_ev=8.724 e_homo_ev=-8.421 multiplicity=1 mol_weight_g_mol=1248.87 relative_energy_ev=0.000 total_charge=0 largest_force_ev_per_a=2.1 e_lumo_ev=0.3
O 17.06962 25.59861 -16.66873 -0.094
H 17.74380 26.23198 -16.31113 0.014
H 17.31144 25.48023 -17.59215 0.034
O 16.31998 24.04075 -12.64543 -0.083
H 16.08875 23.82938 -13.57244 0.004
H 16.75244 24.90490 -12.70151 0.025
O 15.61781 23.44509 -15.24929 -0.056
H 14.80789 23.33090 -15.75582 0.037
H 16.17872 24.02076 -15.79925 0.022
O 19.54637 27.59776 -13.14284 -0.056
H 20.25214 27.10919 -12.70466 0.060
H 19.16702 28.16473 -12.44436 0.022
O 16.36331 29.64697 -14.97966 -0.095
H 15.66484 29.78592 -15.64532 0.003
H 16.24222 30.38179 -14.32933 0.005
C 19.89750 31.56767 -12.72463 -0.074
C 21.03837 31.16899 -11.82063 -0.395
C 20.51830 30.48058 -10.53135 -0.180
O 19.62668 29.44603 -10.89475 -0.277
C 19.14059 28.62453 -9.82682 -0.053
N 21.86173 30.19426 -12.56952 0.046
H 19.27995 30.74476 -13.08628 0.072
H 20.23608 32.16056 -13.57025 0.075
H 19.20479 32.20215 -12.15433 0.061
H 21.63703 32.05013 -11.58681 0.139
H 19.99954 31.22461 -9.91552 0.124
H 21.35426 29.96810 -10.04382 0.126
H 19.96252 28.00240 -9.46415 0.106
H 18.42162 27.96134 -10.30752 0.080
H 18.66824 29.31008 -9.12879 0.065
H 21.28605 29.37591 -12.73499 0.045
H 22.64426 30.00529 -11.95099 0.069
C 13.51696 33.45487 -18.40176 -0.068
C 13.86884 32.43941 -17.31453 -0.413
C 14.19717 31.05240 -17.91398 -0.173
O 14.28163 30.10506 -16.84965 -0.247
C 14.37414 28.76056 -17.29603 -0.088
N 15.02392 33.00945 -16.58065 0.043
H 14.27021 33.59462 -19.17802 0.080
H 13.36305 34.41917 -17.91680 0.078
H 12.57901 33.22602 -18.91344 0.076
H 13.08928 32.31146 -16.56221 0.121
H 15.16183 31.08894 -18.42637 0.134
H 13.35493 30.73745 -18.53535 0.128
H 13.49545 28.39228 -17.83899 0.090
H 14.42714 28.15943 -16.38947 0.076
H 15.23121 28.65131 -17.96414 0.089
H 15.75555 33.21978 -17.25154 0.072
H 15.33228 32.24461 -15.98235 0.043
C 16.94576 26.34145 -7.27779 -0.060
C 17.85503 27.44981 -6.76980 -0.406
C 17.23023 28.80399 -7.07637 -0.240
O 18.15952 29.79701 -6.68117 -0.176
C 17.80713 31.07290 -7.13878 -0.119
N 17.94170 27.23812 -5.28600 0.039
H 17.42493 25.36591 -7.22808 0.082
H 16.70589 26.52012 -8.33119 0.063
H 15.99907 26.27123 -6.74172 0.084
H 18.86484 27.48813 -7.17770 0.129
H 16.29980 28.92212 -6.49931 0.133
H 16.86673 28.89541 -8.10785 0.106
H 16.96616 31.59464 -6.66078 0.092
H 17.48005 31.10816 -8.18660 0.051
H 18.66244 31.73830 -7.02676 0.093
H 16.99412 27.12415 -4.93939 0.061
H 18.23379 28.15313 -4.94107 0.061
C 9.16283 21.34672 -12.97053 -0.052
C 10.18864 21.55857 -11.82139 -0.402
C 11.17235 22.61364 -12.30432 -0.194
O 11.77467 22.25990 -13.54264 -0.174
C 12.78033 23.08562 -14.03620 -0.123
N 9.48289 21.96556 -10.60590 0.075
H 8.35016 20.69127 -12.64814 0.075
H 9.60879 20.90964 -13.86076 0.073
H 8.69679 22.30515 -13.21084 0.055
H 10.65850 20.58991 -11.64571 0.138
H 11.97899 22.70942 -11.56434 0.122
H 10.66074 23.57292 -12.45444 0.116
H 12.55253 24.15761 -14.09940 0.074
H 12.92173 22.78379 -15.07861 0.083
H 13.75962 22.97905 -13.55839 0.082
H 9.04321 22.86452 -10.82488 0.035
H 10.19174 22.33989 -9.96340 0.036
C 16.87278 31.16047 -10.87632 -0.040
C 15.68336 31.69213 -11.65994 -0.407
C 15.14111 32.99682 -11.09360 -0.215
O 14.98547 33.01233 -9.68285 -0.198
C 13.73183 32.46946 -9.24273 -0.075
N 15.95740 31.80021 -13.10866 0.054
H 17.63374 31.94113 -10.77264 0.081
H 17.36874 30.25728 -11.22834 0.066
H 16.53568 30.93631 -9.86190 0.060
H 14.84992 30.98359 -11.57056 0.125
H 14.21437 33.31621 -11.58816 0.116
H 15.79242 33.86674 -11.24133 0.133
H 13.61702 31.49597 -9.71012 0.073
H 12.91015 33.16922 -9.40039 0.089
H 13.80792 32.33603 -8.16371 0.085
H 16.82319 32.33008 -13.19576 0.089
H 15.20587 32.38932 -13.46537 0.077
C 16.05550 20.07263 -9.63912 -0.061
C 15.96813 21.57555 -9.97674 -0.436
C 15.85695 22.46920 -8.74682 -0.190
O 15.80838 23.84450 -9.06175 -0.184
C 14.70772 24.28172 -9.80882 -0.112
N 17.18130 21.92221 -10.77394 0.050
H 16.64864 20.02404 -8.72077 0.077
H 16.41651 19.40167 -10.41247 0.072
H 15.06750 19.71433 -9.33240 0.058
H 15.06776 21.64889 -10.60411 0.122
H 16.75536 22.31794 -8.14677 0.129
H 14.98718 22.22465 -8.12656 0.117
H 14.67237 25.35973 -9.65423 0.075
H 13.73375 23.84536 -9.54806 0.068
H 14.74681 24.02641 -10.87547 0.067
H 16.96248 22.82910 -11.18632 0.024
H 17.17672 21.23663 -11.52050 0.061
C 8.76671 25.33140 -14.90974 -0.061
C 8.85653 25.79041 -16.35548 -0.444
C 9.90086 26.89673 -16.50638 -0.220
O 9.54935 27.97837 -15.68559 -0.164
C 10.60037 28.84763 -15.40247 -0.102
N 8.97202 24.72649 -17.34638 0.046
H 9.72217 24.99813 -14.49048 0.070
H 7.99540 24.57673 -14.75705 0.069
H 8.49598 26.19879 -14.29921 0.077
H 7.91372 26.32229 -16.54399 0.140
H 10.13979 27.08836 -17.55674 0.129
H 10.83950 26.47860 -16.10096 0.116
H 11.32362 28.43547 -14.68575 0.068
H 10.23901 29.76699 -14.94175 0.077
H 11.15817 29.12476 -16.30662 0.092
H 9.92053 24.37990 -17.22372 0.072
H 8.29911 23.99282 -17.18527 0.070
C 8.18321 32.97043 -14.87991 -0.068
C 9.24263 33.75101 -14.08598 -0.424
C 10.58146 33.04557 -14.15713 -0.223
O 10.52767 31.90342 -13.32344 -0.181
C 11.77788 31.23328 -13.32761 -0.098
N 9.35824 35.08913 -14.63943 0.027
H 7.19060 33.41815 -14.77406 0.070
H 8.01731 31.95437 -14.50518 0.071
H 8.37547 32.90551 -15.95175 0.075
H 8.97256 33.86596 -13.03725 0.145
H 11.29645 33.71775 -13.65717 0.125
H 10.93259 32.91158 -15.18760 0.124
H 12.54993 31.88655 -12.89603 0.075
H 12.07698 31.02022 -14.35633 0.078
H 11.72196 30.39452 -12.63859 0.075
H 9.52906 35.14644 -15.63167 0.070
H 8.64031 35.74724 -14.38853 0.069
C 15.78924 27.17500 -11.54430 -0.034
C 15.12789 26.83966 -12.88384 -0.404
C 13.97957 27.76299 -13.28641 -0.164
O 12.90778 27.70257 -12.33436 -0.222
C 12.07375 26.58128 -12.58214 -0.085
N 16.19135 26.78664 -13.88955 0.065
H 16.33338 26.32204 -11.13330 0.069
H 15.03306 27.45598 -10.80647 0.062
H 16.54110 27.96221 -11.62306 0.059
H 14.73735 25.82040 -12.84777 0.109
H 13.52847 27.59217 -14.27020 0.109
H 14.33369 28.79714 -13.32349 0.118
H 12.68414 25.67372 -12.57962 0.069
H 11.58192 26.60505 -13.55887 0.070
H 11.32054 26.43469 -11.81187 0.065
H 16.45801 27.72542 -14.21697 0.041
H 15.84861 26.37782 -14.75878 0.056
C 12.68824 28.12730 -8.49109 -0.044
C 11.42467 27.91964 -9.31542 -0.419
C 10.17756 28.01258 -8.42055 -0.221
O 10.17585 26.92985 -7.51504 -0.215
C 9.14737 27.05965 -6.52611 -0.072
N 11.37424 29.05660 -10.24886 0.050
H 12.68294 29.08390 -7.97438 0.079
H 13.63861 27.93863 -8.98840 0.058
H 12.63915 27.37664 -7.68952 0.073
H 11.33691 26.94185 -9.80021 0.094
H 9.27500 27.86585 -9.03278 0.102
H 10.12362 29.03585 -8.03148 0.132
H 9.32143 26.27697 -5.79461 0.089
H 8.21629 26.91112 -7.08510 0.083
H 9.14834 28.05304 -6.07498 0.087
H 12.00190 28.85304 -11.02541 0.031
H 10.48078 29.22152 -10.70865 0.075
C 5.98652 23.80286 -9.38209 -0.053
C 5.79240 24.47704 -10.73860 -0.425
C 6.99242 24.23102 -11.68021 -0.204
O 8.25082 24.65616 -11.17642 -0.207
C 8.20741 25.99757 -10.77102 -0.114
N 4.54100 23.89082 -11.31079 0.031
H 6.88486 24.18019 -8.88523 0.066
H 6.07308 22.72385 -9.50056 0.086
H 5.15017 24.07463 -8.74049 0.078
H 5.51737 25.52868 -10.64854 0.130
H 6.84683 24.70647 -12.65959 0.111
H 7.00839 23.17356 -11.95141 0.111
H 7.56287 26.66852 -11.34534 0.103
H 9.20586 26.44355 -10.80052 0.067
H 7.93180 26.15094 -9.71995 0.079
H 4.34390 24.49484 -12.10733 0.067
H 4.78392 22.97851 -11.69312 0.068
C 10.76874 20.53090 -6.00458 -0.067
C 11.21726 21.07283 -7.34459 -0.440
C 11.32196 22.56172 -7.39381 -0.198
O 11.54890 22.96459 -8.72869 -0.241
C 11.25382 24.32318 -8.98244 -0.114
N 12.55097 20.51084 -7.68073 0.047
H 9.82720 21.01484 -5.72152 0.076
H 11.45880 20.73696 -5.18447 0.081
H 10.55339 19.46281 -6.00469 0.076
H 10.51012 20.70990 -8.09975 0.134
H 12.12604 22.96527 -6.76796 0.144
H 10.35359 22.96126 -7.05518 0.131
H 10.22589 24.50542 -8.63403 0.089
H 11.33623 24.54866 -10.04144 0.076
H 11.78856 25.05943 -8.37152 0.084
H 12.45180 19.52693 -7.91962 0.072
H 12.82791 20.91568 -8.57470 0.051
C 18.59971 28.41677 -18.26325 -0.052
C 19.49701 28.48075 -17.02094 -0.375
C 19.73016 29.96316 -16.63491 -0.202
O 20.72420 30.52401 -17.46358 -0.185
C 21.47474 31.54646 -16.84806 -0.116
N 18.75814 27.82837 -15.92807 0.032
H 18.18091 27.42588 -18.45514 0.056
H 19.11420 28.67762 -19.18945 0.082
H 17.72274 29.05546 -18.13554 0.063
H 20.46014 27.98474 -17.14646 0.144
H 20.03479 29.96461 -15.58320 0.111
H 18.80506 30.52529 -16.81971 0.124
H 22.28177 31.82150 -17.52533 0.085
H 21.95081 31.13804 -15.94857 0.081
H 20.91770 32.44066 -16.55107 0.083
H 17.96390 28.45060 -15.75938 0.044
H 19.26800 27.92632 -15.04426 0.044